# 1
The following is a quantum chemistry calculation of a structure of composition C20H24N2Zr at a distorted geometry, from the Open Molecules 2025 dataset.

Its LUMO energy is -7.719 eV. Its spin multiplicity is 1. For the energy, the calculation gives -932.4855 hartree. For the relative energy (zero: lowest compared OMol25 entry of this formula, charge and spin), the calculation gives 0.0 kJ/mol. The frontier orbital gap comes out at 0.26027 Eh. As for the total charge: +2.

```
47
C20H24N2Zr ωB97M-V/def2-TZVPD
C -3.562 -0.156 -0.156
C -3.933 1.070 -1.007
H -3.443 -1.066 -0.761
H -4.388 -0.365 0.547
H -2.656 -0.014 0.494
H -3.289 1.208 -1.891
H -4.962 1.022 -1.398
H -3.896 2.007 -0.444
C -0.056 -2.655 -0.626
C 0.893 -3.673 -0.634
C 2.176 -3.449 -1.151
C 2.408 -2.235 -1.804
H -1.104 -2.795 -0.328
H 0.637 -4.632 -0.203
H 2.958 -4.217 -1.080
H 3.324 -2.066 -2.364
N 0.300 -1.407 -1.060
C 1.497 -1.167 -1.702
C 1.693 0.220 -2.173
N 0.763 1.153 -1.725
C 1.001 2.487 -1.906
C 3.071 2.051 -3.028
C 2.160 2.974 -2.498
H 0.237 3.185 -1.550
H 2.319 4.061 -2.532
C 2.800 0.672 -2.921
H 3.411 -0.106 -3.402
H 3.988 2.420 -3.493
Zr -0.485 0.359 -0.024
C -1.405 2.295 -0.132
H -1.618 2.295 -1.220
H -0.799 3.180 0.066
H -2.334 2.340 0.446
C 1.267 0.845 1.216
C 0.589 0.083 2.311
C 0.929 -1.265 2.612
C 0.259 -1.945 3.618
C -0.775 -1.320 4.334
C -1.181 -0.018 4.013
C -0.497 0.698 3.021
H 1.373 1.920 1.427
H 2.178 0.395 0.803
H 1.697 -1.767 2.000
H 0.561 -2.962 3.876
H -1.294 -1.865 5.127
H -2.008 0.482 4.539
H -0.804 1.724 2.760
```

=====

# 2
The following is a quantum chemistry calculation of a structure of composition C18H28BrFeN7O7S, from the Open Molecules 2025 dataset.

Its LUMO energy (alpha / beta) is 2.068 / 2.059 eV. Its spin multiplicity is 6. For the energy, the calculation gives -5848.7702 hartree. As for the expectation value of S²: 8.7768. For the relative energy (zero: lowest compared OMol25 entry of this formula, charge and spin), the calculation gives 96.6 kJ/mol. The frontier orbital gap (alpha / beta) comes out at 0.26459 / 0.26999 Eh. As for the total charge: -1.

```
63
C18H28BrFeN7O7S ωB97M-V/def2-TZVPD
Fe -0.804 0.959 0.990
O 5.092 1.595 -0.886
C 3.933 1.469 -0.207
C 3.272 0.252 -0.063
C 2.072 0.248 0.609
N 1.514 1.342 1.148
C 2.182 2.474 1.029
Br 1.427 4.008 1.842
C 3.388 2.610 0.367
H 5.314 0.756 -1.307
H 3.653 -0.660 -0.503
H 1.500 -0.668 0.692
H 3.882 3.565 0.282
N -0.527 0.358 3.206
N -1.051 -0.933 3.382
C -1.685 -1.537 2.269
O -2.347 -2.544 2.485
O -1.430 -0.990 1.141
H 0.406 0.419 3.591
H -1.118 1.088 3.590
H -1.496 -1.138 4.263
C -4.129 2.749 0.694
C -2.929 3.196 1.542
C -2.583 4.653 1.193
C -3.314 3.118 3.030
N -1.820 2.349 1.281
H -5.009 3.370 0.886
H -4.376 1.710 0.919
H -3.878 2.814 -0.366
H -3.436 5.320 1.347
H -2.270 4.714 0.149
H -1.754 4.998 1.814
H -4.153 3.779 3.269
H -2.461 3.410 3.648
H -3.599 2.094 3.284
N 0.250 -3.938 1.624
C 0.594 -3.805 0.277
C 1.764 -3.142 -0.094
C 2.087 -2.964 -1.430
C 1.276 -3.484 -2.426
C 0.154 -4.219 -2.063
C -0.193 -4.370 -0.732
S 1.610 -3.138 -4.146
O 1.724 -4.423 -4.803
O 2.815 -2.320 -4.132
O 0.421 -2.378 -4.579
H -0.742 -4.084 1.766
H 0.509 -3.129 2.172
H 2.421 -2.764 0.684
H 2.976 -2.425 -1.731
H -0.465 -4.650 -2.841
H -1.091 -4.911 -0.458
C 1.376 0.848 -3.285
N 0.303 -0.088 -3.033
C -0.353 -0.149 -1.873
N -1.254 -1.150 -1.726
O -0.155 0.691 -0.954
H 1.076 1.610 -4.007
H 2.230 0.299 -3.684
H 1.656 1.344 -2.358
H 0.251 -0.924 -3.633
H -1.187 -1.922 -2.372
H -1.520 -1.364 -0.770
```

=====

# 3
The following is a quantum chemistry calculation of an isolated molecule of CH2ClNOP2 at a distorted geometry, from the Open Molecules 2025 dataset.

Its LUMO energy is -1.044 eV. Its spin multiplicity is 1. For the energy, the calculation gives -1312.1316 hartree. For the relative energy (zero: lowest compared OMol25 entry of this formula, charge and spin), the calculation gives 106.7 kJ/mol. The frontier orbital gap comes out at 0.28738 Eh. As for the total charge: 0. Its structure (SMILES) is [H]/N=P(=P\[H])\C(=O)Cl.

```
8
CH2ClNOP2 ωB97M-V/def2-TZVPD
C 1.147 -0.220 -0.346
N -0.958 1.105 1.320
O 1.395 -0.688 -1.390
P -0.676 -0.030 0.315
P -1.960 -1.083 -0.746
Cl 2.094 0.609 0.820
H -0.298 1.823 1.496
H -0.745 -1.517 -1.469
```

=====

# 4
The following is a quantum chemistry calculation of an isolated molecule of C4H4O3 at a distorted geometry, from the Open Molecules 2025 dataset.

Its LUMO energy is 0.555 eV. Its spin multiplicity is 1. For the energy, the calculation gives -380.4586 hartree. For the relative energy (zero: lowest compared OMol25 entry of this formula, charge and spin), the calculation gives 232.2 kJ/mol. The frontier orbital gap comes out at 0.42835 Eh. As for the total charge: 0. Its structure (SMILES) is O=C1O[C@H]2C[C@H]2O1.

```
11
C4H4O3 ωB97M-V/def2-TZVPD
C -1.813 -0.009 0.051
C 0.322 -0.678 -0.355
C 1.112 -0.013 0.665
C 0.321 0.735 -0.288
H 0.820 -1.175 -1.251
H 2.263 -0.043 0.417
H 1.233 0.008 1.843
H 0.802 1.082 -1.257
O -2.973 -0.049 0.224
O -1.016 -1.031 -0.020
O -1.071 1.172 -0.030
```

=====

# 5
The following is a quantum chemistry calculation of a cluster of 2 separate species, C3H4N2O in total at a distorted geometry, from the Open Molecules 2025 dataset.

Its LUMO energy (alpha / beta) is 0.012 / -0.577 eV. Its spin multiplicity is 1. For the energy, the calculation gives -301.2257 hartree. For the relative energy (zero: lowest compared OMol25 entry of this formula, charge and spin), the calculation gives 686.5 kJ/mol. The frontier orbital gap (alpha / beta) comes out at 0.29612 / 0.27054 Eh. As for the total charge: 0.

```
10
C3H4N2O ωB97M-V/def2-TZVPD
C 1.447 -0.818 0.502
C 0.610 0.227 0.596
C 2.014 0.320 1.063
N -1.790 -0.035 -1.123
N -1.535 0.324 0.216
O 2.822 1.099 1.429
H 1.639 -1.923 0.238
H -2.186 -1.011 -1.163
H -1.797 0.547 -1.997
H -1.224 1.269 0.237
```

=====

# 6
The following is a quantum chemistry calculation of a structure of composition C15H24CrN6O6 at a distorted geometry, from the Open Molecules 2025 dataset.

Its LUMO energy (alpha / beta) is -3.850 / -4.340 eV. Its spin multiplicity is 4. For the energy, the calculation gives -2409.9549 hartree. As for the expectation value of S²: 3.7834. The frontier orbital gap (alpha / beta) comes out at 0.21615 / 0.20365 Eh. As for the total charge: +1.

```
52
C15H24CrN6O6 ωB97M-V/def2-TZVPD
O -1.170 -0.727 -4.150
H -0.525 -1.048 -4.863
Cr 0.160 0.141 -0.563
N 1.548 -1.027 -1.140
N -0.795 -1.569 -0.596
N 0.964 1.953 -0.265
N -1.316 1.205 0.178
O 2.746 -0.601 -1.379
O 2.291 2.186 -0.637
O -2.488 0.627 0.526
O -2.050 -1.779 -0.292
C -0.077 -2.690 -0.892
C 1.246 -2.369 -1.217
C 0.230 2.869 0.375
C -1.077 2.427 0.669
C 2.267 -3.371 -1.654
H 2.161 -3.580 -2.749
H 2.122 -4.326 -1.095
H 3.297 -2.982 -1.480
C -0.677 -4.069 -0.786
H -1.632 -4.172 -1.327
H -0.894 -4.313 0.269
H 0.012 -4.848 -1.148
C 0.783 4.165 0.740
C -2.041 3.151 1.502
H 1.475 4.530 0.000
H 1.318 4.120 1.676
H 0.018 4.903 0.872
H -2.810 2.525 1.915
H -2.575 3.954 1.008
H -1.546 3.595 2.356
H 2.685 1.311 -0.970
H -2.380 -0.392 0.197
C -2.960 -0.646 -3.829
H -3.348 -1.599 -4.133
H -2.715 0.174 -4.528
H -3.170 -0.382 -2.777
O -0.215 0.511 -2.460
H -0.609 -0.023 -3.489
H -0.068 1.392 -2.863
N 3.804 2.045 4.054
C 2.899 1.356 3.788
C 1.781 0.527 3.404
C 0.867 0.033 4.345
C -0.237 -0.661 3.871
C -0.422 -0.796 2.492
N 0.444 -0.281 1.606
C 1.582 0.255 2.062
H 1.036 0.203 5.410
H -0.982 -1.090 4.533
H -1.288 -1.343 2.112
H 2.331 0.525 1.325
```

=====

no.,M (g/mol)
1,383.650
2,622.280
3,141.434
4,100.073
5,84.078
6,436.389